Record 1
DFT (the ωB97M-V functional and the def2-TZVPD basis) results for a molecular structure, C7H6BaO6S.

Properties
Net charge: +2
HOMO energy in eV: -17.5
Energy above the lowest of the compared OMol25 structures with the same formula, charge and spin in kJ/mol: 0.0
Orbital gap in eV: 9.89

Element x y z (Å)
O (-0.04275, 4.10460, -1.79390)
C (-0.04019, 2.99163, -1.53903)
Ba (-0.15891, -0.11443, -0.71595)
O (-0.00615, -0.12329, -4.89984)
C (-0.04482, -0.10443, -3.75890)
C (-0.04144, -3.04447, -1.44309)
O (-0.01175, -4.08065, -1.92921)
C (-3.02596, -0.16177, -1.61577)
O (-4.15333, -0.09371, -1.78387)
C (2.89242, -0.12363, -1.43403)
O (3.97671, -0.11064, -1.79935)
C (0.51244, 1.38205, 2.51359)
S (-0.89201, 0.24504, 2.57654)
C (-0.03546, -1.32552, 2.25046)
O (-1.57569, 0.46655, 1.19664)
H (1.48553, 0.92407, 2.62626)
H (0.32710, 2.02946, 3.37291)
H (0.48925, 1.99920, 1.60874)
H (0.05020, -1.88755, 3.18376)
H (-0.68195, -1.85180, 1.52276)
H (0.97678, -1.12075, 1.86129)

***

Record 2
DFT (the ωB97M-V functional and the def2-TZVPD basis) results for a single C3H4N2 molecule.

Properties
HOMO energy in eV: -10.6
Energy above the lowest of the compared OMol25 structures with the same formula, charge and spin in kJ/mol: 148.1
Orbital gap in eV: 11.37

Element x y z (Å)
C (1.66151, -0.12375, -0.03393)
C (0.27671, -0.23691, 0.38677)
C (-0.77213, 0.64273, -0.20248)
H (0.15955, -0.51718, 1.43243)
H (-0.48693, 1.36191, -0.96758)
H (-1.57596, 0.95912, 0.46518)
H (-1.36459, -1.32833, -0.13719)
N (2.76745, -0.00361, -0.34556)
N (-0.66562, -0.75398, -0.59764)

***

Record 3
DFT (the ωB97M-V functional and the def2-TZVPD basis) results for 5 unconnected molecules or ions with the total composition C33H56Br2ClN5O4S2.

Properties
HOMO energy in eV: -9.4
Orbital gap in eV: 9.55

Element x y z (Å)
C (-3.18123, -0.57038, 3.86466)
C (-2.51866, -0.82554, 2.53982)
Br (-3.17756, 0.29329, 1.14907)
C (-1.57036, -1.74062, 2.31770)
Br (-1.14986, -2.80296, 3.85364)
C (-0.90546, -2.06995, 0.95347)
C (-1.85650, -3.06099, 0.24114)
C (-2.77797, -2.50135, -0.82619)
O (-2.27912, -2.03393, -1.85449)
N (-4.15309, -2.59967, -0.70141)
C (-4.86087, -1.53162, -1.41217)
C (-4.68756, -2.95142, 0.62114)
C (-0.46946, -0.84690, 0.17186)
C (0.73305, -1.04355, -0.76825)
C (0.70729, -2.31979, -1.64958)
C (1.00793, -1.97214, -3.10446)
C (2.50311, -1.75435, -3.34398)
Cl (0.42205, -3.26531, -4.18594)
C (2.01499, -1.05597, 0.07851)
C (2.45641, 0.30163, 0.60359)
C (2.75499, 1.31782, -0.49745)
C (2.79983, 2.73735, 0.07716)
S (4.13804, 2.95473, 1.28931)
S (1.66518, -2.13669, 1.50274)
O (2.67161, -3.15262, 1.51673)
O (1.58038, -1.30885, 2.67173)
O (0.28837, -2.89716, 1.21197)
H (-3.68194, -1.46055, 4.22445)
H (-2.41804, -0.24344, 4.56506)
H (-3.89036, 0.24266, 3.76683)
H (-1.22235, -3.78857, -0.25599)
H (-2.37062, -3.62477, 1.00949)
H (-4.35359, -0.57365, -1.35921)
H (-5.87898, -1.47945, -1.04990)
H (-4.92690, -1.78881, -2.46648)
H (-5.70248, -2.59405, 0.74209)
H (-4.72214, -4.03496, 0.72188)
H (-4.12200, -2.56488, 1.46286)
H (-0.21460, -0.07167, 0.89407)
H (-1.27554, -0.42224, -0.40691)
H (0.73289, -0.19044, -1.43642)
H (-0.19318, -2.90297, -1.57207)
H (1.51989, -2.96856, -1.32692)
H (0.50635, -1.04565, -3.36588)
H (3.10287, -2.40236, -2.70878)
H (2.76717, -1.98963, -4.36790)
H (2.78478, -0.72925, -3.11234)
H (2.82661, -1.54821, -0.44198)
H (1.72558, 0.73609, 1.27923)
H (3.36040, 0.17377, 1.19090)
H (3.70535, 1.11848, -0.98967)
H (1.97452, 1.34714, -1.25321)
H (2.87920, 3.48323, -0.70530)
H (1.86376, 2.90862, 0.60218)
H (3.50632, 3.23470, 2.43499)
C (5.87451, 6.13680, -0.64516)
C (6.57906, 5.54175, -1.85794)
C (6.06976, 6.12058, -3.18275)
C (4.64282, 5.84398, -3.35174)
N (3.52272, 5.61051, -3.45908)
H (4.80604, 5.91856, -0.65898)
H (6.27914, 5.71491, 0.27368)
H (6.00280, 7.22017, -0.60573)
H (6.44305, 4.45854, -1.86270)
H (7.65147, 5.72751, -1.78400)
H (6.60423, 5.68344, -4.02623)
H (6.21893, 7.20063, -3.21424)
C (-9.09944, -5.21989, 0.31249)
C (-8.02486, -6.10714, 0.93017)
C (-7.96885, -6.00113, 2.45885)
C (-7.66519, -4.63332, 2.88149)
N (-7.42391, -3.55269, 3.18841)
H (-8.90843, -4.16490, 0.51359)
H (-9.12553, -5.34852, -0.76917)
H (-10.08715, -5.46752, 0.70501)
H (-7.05130, -5.84258, 0.51310)
H (-8.21428, -7.14761, 0.66256)
H (-7.19975, -6.66111, 2.86010)
H (-8.92327, -6.29330, 2.89857)
C (2.36258, -4.27698, 5.03555)
C (2.50076, -3.27092, 6.17000)
C (3.88955, -3.28934, 6.81805)
C (4.18872, -4.59704, 7.40464)
N (4.40786, -5.62848, 7.86107)
H (2.48646, -5.30226, 5.39075)
H (1.37283, -4.20111, 4.58666)
H (3.09733, -4.09184, 4.25725)
H (1.74402, -3.46850, 6.93285)
H (2.31073, -2.26820, 5.78207)
H (3.95375, -2.54095, 7.60838)
H (4.65657, -3.06117, 6.07669)
C (0.16530, 8.80509, -6.85526)
C (1.09450, 7.78305, -6.20962)
C (1.28674, 8.01224, -4.70616)
C (1.88103, 9.32458, -4.44918)
N (2.34949, 10.35807, -4.26700)
H (0.56901, 9.81514, -6.77594)
H (0.03255, 8.58702, -7.91494)
H (-0.81900, 8.79382, -6.38343)
H (2.06586, 7.81162, -6.70638)
H (0.68963, 6.78056, -6.35654)
H (1.94330, 7.24951, -4.28887)
H (0.32931, 7.95480, -4.18632)